(1)
{
  "formula": "C10H21F3IO2P2Ru",
  "method": "the ωB97M-V functional and the def2-TZVPD basis",
  "lumo_energy_ev": [-11.98, -14.96],
  "gap_ev": [7.057, 5.880],
  "de_lowest_kj_mol": 29.4,
  "total_energy_ev": -52185.245,
  "multiplicity": 5,
  "total_charge": 3,
  "elements": ["C", "C", "H", "H", "H", "O", "I", "Ru", "P", "C", "C", "H", "H", "H", "H", "H", "H", "C", "H", "H", "H", "P", "C", "C", "H", "H", "H", "C", "H", "H", "H", "H", "H", "H", "C", "O", "F", "C", "F", "F"],
  "coordinates": [[0.000, 0.084, -3.616], [0.006, 0.933, -2.456], [0.002, 0.671, -4.566], [-0.923, -0.542, -3.639], [0.913, -0.558, -3.641], [0.019, 2.045, -2.053], [-0.031, -2.909, -0.483], [0.000, -0.198, 0.188], [2.333, -0.004, 0.245], [3.151, 1.220, 1.328], [2.932, -1.578, 0.891], [3.929, -1.776, 0.483], [4.360, 0.258, -0.983], [2.263, -2.392, 0.576], [3.220, -0.753, -1.905], [2.956, 1.044, 2.396], [2.988, -1.564, 1.981], [3.307, 0.154, -1.288], [4.232, 1.126, 1.156], [3.040, 1.030, -1.884], [2.858, 2.251, 1.104], [-2.336, 0.037, 0.249], [-3.127, 1.279, 1.332], [-3.307, 0.212, -1.286], [-2.308, -2.352, 0.582], [-3.962, -1.707, 0.489], [-3.017, -1.511, 1.986], [-2.962, -1.526, 0.896], [-3.235, -0.696, -1.902], [-4.357, 0.335, -0.982], [-4.210, 1.205, 1.164], [-2.815, 2.302, 1.106], [-3.024, 1.084, -1.881], [-2.933, 1.100, 2.400], [0.020, 1.629, 0.515], [0.026, 2.774, 0.653], [-0.013, -1.931, 2.518], [0.002, -0.572, 2.315], [-1.100, -0.093, 3.008], [1.101, -0.112, 3.003]],
  "nbo_charge": [-0.82, 0.69, 0.35, 0.31, 0.31, -0.33, 0.48, 0.08, 1.17, -0.96, -0.96, 0.31, 0.31, 0.24, 0.27, 0.30, 0.30, -0.94, 0.30, 0.27, 0.28, 1.17, -0.96, -0.94, 0.24, 0.31, 0.30, -0.96, 0.27, 0.31, 0.30, 0.28, 0.27, 0.30, 0.63, -0.33, -0.33, 0.81, -0.32, -0.32]
}

---

(2)
{
  "formula": "C4H7N3",
  "method": "the ωB97M-V functional and the def2-TZVPD basis",
  "lumo_energy_ev": 0.73,
  "gap_ev": 9.822,
  "de_lowest_kj_mol": 584.0,
  "total_energy_ev": -8725.627,
  "total_charge": 0,
  "smiles": "N[C@@H]1C=NN2C[C@@H]12",
  "elements": ["N", "C", "C", "N", "N", "C", "C", "H", "H", "H", "H", "H", "H", "H"],
  "coordinates": [[0.692, -1.604, -0.942], [0.549, -0.748, 0.173], [-0.909, -1.034, 0.735], [-1.661, 0.012, 0.379], [-1.184, 0.836, -0.680], [-0.462, 1.861, 0.294], [0.388, 0.727, -0.302], [1.181, -2.541, -0.732], [1.532, -1.250, -1.744], [1.431, -0.669, 1.031], [-1.657, -1.804, 1.426], [-0.226, 2.850, 0.026], [-0.670, 2.062, 1.387], [0.996, 1.300, -1.049]],
  "nbo_charge": [-0.83, -0.11, 0.01, -0.28, -0.20, -0.27, -0.15, 0.37, 0.36, 0.19, 0.26, 0.20, 0.22, 0.23]
}

---

(3)
{
  "formula": "C8H64F5N2O32P2S",
  "method": "the ωB97M-V functional and the def2-TZVPD basis",
  "lumo_energy_ev": 1.42,
  "gap_ev": 6.319,
  "de_lowest_kj_mol": 0.0,
  "total_energy_ev": -120839.484,
  "total_charge": -1,
  "elements": ["C", "C", "P", "C", "C", "C", "O", "O", "N", "C", "N", "S", "O", "O", "C", "F", "F", "C", "F", "F", "F", "P", "O", "O", "O", "H", "H", "H", "H", "H", "H", "H", "H", "H", "H", "H", "H", "H", "H", "O", "H", "H", "O", "H", "H", "O", "H", "H", "O", "H", "H", "O", "H", "H", "O", "H", "H", "O", "H", "H", "O", "H", "H", "O", "H", "H", "O", "H", "H", "O", "H", "H", "O", "H", "H", "O", "H", "H", "O", "H", "H", "O", "H", "H", "O", "H", "H", "O", "H", "H", "O", "H", "H", "O", "H", "H", "O", "H", "H", "O", "H", "H", "O", "H", "H", "O", "H", "H", "O", "H", "H", "O", "H", "H"],
  "coordinates": [[0.329, -5.270, 2.668], [-0.079, -3.929, 3.295], [-0.675, -2.631, 2.137], [-1.267, -3.599, 0.686], [0.816, -1.596, 1.557], [1.842, -1.810, 2.734], [1.460, -1.326, 3.794], [2.850, -2.450, 2.439], [0.327, -0.191, 1.459], [-0.935, 0.011, 0.678], [-2.083, 0.258, 1.530], [1.421, 0.902, 0.975], [1.501, 1.087, -0.447], [2.689, 0.776, 1.617], [0.807, 2.556, 1.573], [-0.221, 2.986, 0.805], [1.857, 3.375, 1.344], [0.490, 2.657, 3.095], [-0.362, 3.713, 3.285], [-0.093, 1.580, 3.559], [1.584, 2.934, 3.788], [1.605, -2.181, -0.003], [2.866, -1.524, -0.358], [0.549, -1.963, -1.205], [1.817, -3.779, 0.075], [-0.540, -5.774, 2.259], [0.723, -5.901, 3.459], [1.120, -5.152, 1.937], [0.696, -3.599, 3.974], [-0.940, -4.143, 3.918], [-1.893, -4.385, 1.097], [-0.489, -4.086, 0.123], [-1.906, -2.975, 0.072], [-0.828, 0.883, 0.043], [-1.097, -0.797, -0.016], [-2.868, -0.315, 1.261], [-2.337, 1.234, 1.519], [0.227, -2.812, -1.538], [1.352, -4.237, -0.633], [4.707, 2.158, -0.668], [4.226, 1.574, -0.065], [4.045, 2.407, -1.320], [-0.483, 5.291, -0.915], [-1.377, 5.335, -0.563], [-0.083, 4.545, -0.452], [-1.281, -5.394, -1.900], [-1.455, -6.310, -2.137], [-2.002, -4.916, -2.314], [-3.650, -6.616, -2.818], [-4.094, -7.156, -2.157], [-4.309, -6.474, -3.505], [0.106, -7.366, -3.774], [0.955, -7.285, -3.327], [0.315, -7.290, -4.709], [5.757, -1.766, -1.851], [5.017, -2.029, -1.284], [5.597, -0.830, -2.003], [0.247, -3.037, -3.708], [-0.156, -2.837, -4.556], [0.758, -2.236, -3.489], [-3.240, -0.491, -1.083], [-3.709, 0.348, -1.037], [-3.695, -0.986, -1.773], [2.825, -2.519, -4.673], [3.410, -2.345, -3.925], [2.771, -3.478, -4.702], [6.930, 4.296, 0.299], [6.301, 3.647, -0.043], [7.789, 3.891, 0.151], [-0.451, -5.676, 5.752], [-0.923, -5.422, 6.551], [-0.131, -6.565, 5.932], [1.706, -0.159, -3.322], [2.581, -0.163, -2.919], [1.857, 0.049, -4.254], [2.905, -4.219, 5.062], [3.821, -4.309, 5.334], [2.963, -4.011, 4.115], [1.137, 1.613, -5.343], [1.177, 2.014, -4.466], [0.509, 2.155, -5.829], [-2.036, 7.294, 0.648], [-1.171, 7.389, 1.064], [-1.863, 7.461, -0.287], [-2.130, -8.984, -2.017], [-2.520, -9.584, -2.658], [-1.215, -8.892, -2.306], [-5.228, -0.935, 0.963], [-5.875, -1.041, 0.261], [-5.729, -0.849, 1.785], [-2.311, 5.798, 3.756], [-1.665, 5.103, 3.580], [-3.129, 5.451, 3.387], [1.581, 5.926, -2.982], [0.837, 5.589, -2.464], [1.341, 6.833, -3.186], [-3.131, 10.035, -0.236], [-4.026, 10.038, 0.115], [-2.708, 9.285, 0.202], [-5.107, -0.287, 3.822], [-5.303, -0.766, 4.632], [-4.147, -0.347, 3.726], [-3.562, 4.854, 0.835], [-2.881, 5.522, 0.990], [-4.386, 5.349, 0.856], [7.437, 7.298, 0.347], [7.988, 7.474, 1.113], [7.337, 6.335, 0.337], [-2.873, -1.417, -4.302], [-1.956, -1.442, -4.000], [-2.811, -1.259, -5.248], [-2.480, 13.071, -1.410], [-2.505, 12.148, -1.126], [-3.393, 13.362, -1.350]],
  "mulliken_charge": [-1.36, -0.38, -0.30, -0.75, 1.46, -0.15, -0.75, -0.84, 0.61, -2.01, 0.04, 1.19, -0.38, -0.88, 0.39, -0.26, -0.27, 0.48, -0.40, -0.14, -0.24, -0.31, -0.32, -0.40, -0.48, 0.35, 0.45, 0.24, 0.50, 0.46, 0.64, 0.21, 0.11, 1.08, 0.25, 0.22, 0.24, 0.28, 0.34, -0.66, 0.36, 0.28, -0.67, 0.23, 0.44, -0.47, 0.19, 0.26, -0.53, 0.28, 0.26, -0.59, 0.31, 0.27, -0.69, 0.39, 0.31, -0.57, 0.22, 0.35, -0.46, 0.21, 0.21, -0.58, 0.31, 0.28, -0.66, 0.32, 0.31, -0.51, 0.25, 0.26, -0.44, 0.18, 0.33, -0.61, 0.27, 0.32, -0.64, 0.31, 0.28, -0.72, 0.33, 0.31, -0.59, 0.29, 0.30, -0.53, 0.26, 0.28, -0.67, 0.50, 0.31, -0.64, 0.34, 0.28, -0.61, 0.29, 0.37, -0.66, 0.31, 0.33, -0.57, 0.31, 0.28, -0.63, 0.31, 0.37, -0.62, 0.33, 0.28, -0.64, 0.34, 0.30]
}

---

(4)
{
  "formula": "C36H77BrNO7S4",
  "method": "the ωB97M-V functional and the def2-TZVPD basis",
  "lumo_energy_ev": -2.50,
  "gap_ev": 7.190,
  "de_lowest_kj_mol": 661.1,
  "total_energy_ev": -167772.189,
  "total_charge": 1,
  "elements": ["C", "C", "C", "C", "C", "C", "C", "C", "C", "C", "C", "C", "C", "C", "C", "C", "C", "C", "C", "C", "N", "C", "C", "O", "O", "C", "C", "O", "C", "C", "C", "C", "Br", "H", "H", "H", "H", "H", "H", "H", "H", "H", "H", "H", "H", "H", "H", "H", "H", "H", "H", "H", "H", "H", "H", "H", "H", "H", "H", "H", "H", "H", "H", "H", "H", "H", "H", "H", "H", "H", "H", "H", "H", "H", "H", "H", "H", "H", "H", "H", "H", "H", "H", "H", "H", "H", "C", "S", "O", "C", "H", "H", "H", "H", "H", "H", "C", "S", "O", "C", "H", "H", "H", "H", "H", "H", "C", "S", "O", "C", "H", "H", "H", "H", "H", "H", "C", "S", "O", "C", "H", "H", "H", "H", "H", "H"],
  "coordinates": [[2.400, 3.256, 3.748], [1.772, 2.782, 5.141], [0.287, 3.307, 5.438], [-0.597, 3.633, 4.145], [-0.763, 2.427, 3.105], [-0.778, 0.967, 3.753], [-2.238, 0.542, 4.324], [-3.233, 0.181, 3.094], [-2.845, -1.181, 2.347], [-2.275, -0.934, 0.853], [-3.548, -0.718, -0.131], [-3.241, -1.215, -1.644], [-2.892, -2.770, -1.742], [-2.503, -3.062, -3.294], [-1.050, -2.446, -3.658], [0.124, -3.453, -3.167], [0.893, -3.925, -4.523], [1.922, -2.761, -4.947], [1.639, -2.178, -6.441], [1.097, -0.676, -6.360], [2.144, 0.400, -6.531], [1.342, 1.669, -6.450], [1.074, 2.202, -4.979], [0.685, 1.544, -4.010], [1.362, 3.598, -4.728], [0.140, 4.336, -4.686], [-0.037, 5.382, -3.504], [-0.688, 4.114, -5.589], [2.563, 0.282, -7.996], [4.084, -0.283, -8.087], [4.568, -0.604, -6.556], [3.445, 0.294, -5.800], [4.485, 2.003, -5.511], [2.141, 4.322, 3.459], [2.031, 2.514, 2.949], [3.538, 3.084, 3.794], [1.870, 1.644, 5.289], [2.442, 3.235, 5.964], [0.362, 4.277, 6.049], [-0.260, 2.539, 6.076], [-0.131, 4.524, 3.612], [-1.635, 3.973, 4.510], [-0.008, 2.503, 2.254], [-1.795, 2.569, 2.610], [-0.589, 0.229, 2.884], [0.046, 0.764, 4.509], [-2.055, -0.468, 4.847], [-2.683, 1.318, 5.022], [-4.302, 0.085, 3.508], [-3.240, 1.008, 2.294], [-3.763, -1.884, 2.254], [-2.037, -1.770, 2.921], [-1.655, 0.028, 0.808], [-1.607, -1.782, 0.501], [-3.801, 0.390, -0.218], [-4.463, -1.287, 0.239], [-2.454, -0.519, -2.080], [-4.199, -1.032, -2.258], [-1.978, -3.082, -1.133], [-3.770, -3.431, -1.454], [-2.505, -4.195, -3.452], [-3.274, -2.559, -3.985], [-0.873, -1.426, -3.177], [-0.952, -2.292, -4.790], [-0.288, -4.342, -2.579], [0.878, -2.917, -2.489], [0.069, -4.113, -5.287], [1.412, -4.935, -4.363], [1.901, -1.951, -4.149], [2.975, -3.225, -4.900], [0.785, -2.834, -6.847], [2.516, -2.339, -7.144], [0.347, -0.557, -7.223], [0.480, -0.593, -5.407], [0.334, 1.626, -6.982], [1.928, 2.495, -6.991], [-1.141, 5.648, -3.464], [0.356, 4.964, -2.516], [0.543, 6.347, -3.709], [2.648, 1.237, -8.603], [1.946, -0.386, -8.672], [4.239, -1.199, -8.762], [4.866, 0.492, -8.400], [5.646, -0.301, -6.320], [4.515, -1.719, -6.283], [3.200, 0.028, -4.722], [1.711, -1.293, 7.998], [0.945, 0.053, 8.926], [0.038, 0.785, 7.989], [2.449, 1.034, 9.100], [0.938, -2.019, 7.742], [2.161, -0.905, 7.082], [2.470, -1.775, 8.616], [2.853, 1.275, 8.115], [3.184, 0.474, 9.682], [2.201, 1.957, 9.626], [-0.515, 4.977, -8.995], [-0.064, 3.462, -9.864], [1.028, 2.801, -9.074], [0.709, 4.278, -11.275], [-0.987, 4.706, -8.050], [0.378, 5.573, -8.797], [-1.221, 5.547, -9.601], [1.525, 4.918, -10.934], [-0.037, 4.870, -11.806], [1.105, 3.512, -11.943], [3.140, -0.851, 14.122], [3.446, -1.802, 12.619], [3.733, -0.828, 11.522], [1.745, -2.368, 12.409], [4.071, -0.369, 14.421], [2.382, -0.089, 13.932], [2.809, -1.522, 14.916], [1.075, -1.510, 12.328], [1.459, -2.988, 13.260], [1.688, -2.960, 11.495], [-4.843, -4.356, 4.100], [-4.541, -5.314, 2.600], [-4.253, -4.345, 1.499], [-6.243, -5.876, 2.393], [-3.911, -3.875, 4.397], [-5.600, -3.593, 3.908], [-5.176, -5.023, 4.897], [-6.911, -5.017, 2.309], [-6.530, -6.493, 3.247], [-6.302, -6.471, 1.481]],
  "mulliken_charge": [-1.05, 0.07, -0.46, -0.90, -0.47, 0.13, -0.75, -0.40, -0.37, -0.27, -0.68, -0.61, -0.19, -0.97, 0.38, -0.98, -0.88, -0.33, -0.60, -1.09, 0.77, -0.50, 0.16, -0.52, -0.27, 0.78, -1.00, -0.53, -0.39, -0.61, -0.61, -0.40, -0.01, 0.23, 0.16, 0.36, -0.06, 0.33, 0.41, 0.06, 0.30, 0.39, 0.30, 0.25, 0.08, -0.01, 0.24, 0.31, 0.32, 0.15, 0.02, 0.35, 0.15, 0.20, 0.33, 0.32, 0.12, 0.28, 0.14, 0.33, 0.33, 0.35, -0.03, 0.12, 0.42, 0.35, 0.35, 0.39, 0.15, 0.35, 0.48, 0.30, 0.36, 0.22, 0.39, 0.62, 0.32, 0.29, 0.29, 0.34, 0.33, 0.37, 0.35, 0.46, 0.12, 0.48, -0.97, 0.43, -0.58, -0.85, 0.33, 0.30, 0.36, 0.26, 0.38, 0.33, -0.86, 0.39, -0.53, -1.03, 0.19, 0.31, 0.44, 0.33, 0.41, 0.34, -0.92, 0.43, -0.58, -0.87, 0.32, 0.29, 0.37, 0.27, 0.39, 0.28, -0.92, 0.40, -0.49, -0.97, 0.27, 0.30, 0.41, 0.30, 0.39, 0.32]
}

---

(5)
{
  "formula": "CF2NPS",
  "method": "the ωB97M-V functional and the def2-TZVPD basis",
  "lumo_energy_ev": [-3.62, -4.46],
  "gap_ev": [7.008, 6.256],
  "de_lowest_kj_mol": 469.2,
  "total_energy_ev": -28082.619,
  "total_charge": 0,
  "elements": ["C", "N", "F", "F", "P", "S"],
  "coordinates": [[-1.449, -1.598, 1.167], [-1.879, -2.498, 1.706], [0.728, -0.234, -1.234], [2.121, 0.978, 0.256], [0.572, 1.028, -0.213], [-0.093, 2.325, -1.683]],
  "nbo_charge": [0.39, -0.43, -0.58, -0.56, 1.34, -0.17]
}

---

(6)
{
  "formula": "C12H11Cl2IrN6O4Te",
  "method": "the ωB97M-V functional and the def2-TZVPD basis",
  "lumo_energy_ev": [-4.04, -4.50],
  "gap_ev": [6.845, 6.125],
  "de_lowest_kj_mol": 220.8,
  "total_energy_ev": -64924.086,
  "multiplicity": 2,
  "total_charge": 1,
  "elements": ["Ir", "O", "C", "O", "C", "C", "N", "N", "C", "C", "O", "O", "H", "H", "H", "Cl", "C", "Cl", "H", "H", "N", "C", "C", "N", "C", "C", "N", "C", "C", "N", "H", "H", "H", "H", "H", "H", "Te"],
  "coordinates": [[-0.478, 0.980, -0.253], [-2.026, -3.218, 3.548], [-2.593, -3.420, 2.362], [-3.315, -4.347, 2.131], [-2.290, -2.430, 1.281], [-2.799, -2.534, 0.000], [-2.342, -1.493, -0.710], [-1.544, -0.727, 0.034], [-1.522, -1.265, 1.246], [-0.738, -0.492, 2.223], [-0.509, -0.890, 3.347], [-0.309, 0.631, 1.718], [-1.464, -2.410, 3.563], [-3.462, -3.274, -0.417], [-2.534, -1.221, -1.666], [-2.103, 3.082, 1.623], [-0.483, 3.550, 2.098], [0.727, 3.236, 0.785], [-0.175, 2.956, 2.948], [-0.465, 4.616, 2.284], [2.407, 1.482, -3.149], [1.624, 2.512, -3.629], [0.525, 2.558, -2.840], [0.626, 1.562, -1.883], [1.784, 0.942, -2.094], [2.160, -0.121, -1.192], [1.281, -0.421, -0.261], [1.861, -1.393, 0.526], [3.094, -1.680, 0.031], [3.276, -0.860, -1.063], [3.297, 1.203, -3.529], [1.920, 3.109, -4.473], [-0.325, 3.215, -2.886], [1.375, -1.826, 1.383], [3.848, -2.375, 0.354], [4.100, -0.835, -1.640], [-2.428, 1.597, -1.801]],
  "nbo_charge": [0.94, -0.66, 0.78, -0.55, -0.23, 0.06, -0.29, -0.23, 0.04, 0.76, -0.60, -0.69, 0.51, 0.27, 0.46, 0.03, -0.37, 0.01, 0.25, 0.24, -0.47, -0.05, -0.06, -0.48, 0.33, 0.29, -0.49, -0.06, -0.04, -0.48, 0.44, 0.25, 0.27, 0.25, 0.25, 0.44, -0.13]
}